# 1
Entry from the Open Molecules 2025 dataset: a structure of composition C32H79AlF6O34S11 in a non-equilibrium geometry (ωB97M-V/def2-TZVPD).

Calculated values
- Kohn-Sham gap (eV) = 3.2
- HOMO (eV) = -8.36
- ΔE to the lowest compared entry with this formula, charge and spin (eV) = 0.000
- E_LUMO (eV) = -5.16

ORCA input file:
```
! wB97M-V def2-TZVPD RIJCOSX def2/J DEFGRID3
* xyz 0 1
Al -0.133 0.241 -0.094
C -1.585 -1.979 -4.892
F -0.854 -2.694 -5.685
F -2.696 -1.584 -5.577
F -2.002 -2.589 -3.829
S -0.603 -0.382 -4.405
O 0.764 -0.630 -4.877
O -1.276 0.765 -4.997
O -0.654 -0.438 -2.919
C -2.347 5.134 -0.382
F -1.180 4.948 -0.916
F -2.487 6.435 -0.008
F -3.316 4.726 -1.223
S -2.322 3.910 1.236
O -3.667 3.953 1.841
O -1.840 2.603 0.748
O -1.343 4.522 2.121
C 0.435 -4.113 2.076
C -0.054 -2.947 2.957
C 0.567 -3.039 4.349
O 0.102 -1.680 2.306
H 0.114 -5.104 2.395
H 1.523 -4.127 2.007
H 0.027 -3.996 1.072
H -1.112 -3.148 3.122
H 0.343 -3.922 4.947
H 0.328 -2.225 5.033
H 1.634 -3.054 4.130
O -4.967 -0.704 -1.933
S -4.251 0.560 -1.822
O -2.909 0.629 -1.286
O -4.193 1.117 -3.406
C -5.225 0.911 -4.381
C -4.721 1.364 -5.753
C -5.254 1.884 -1.152
H -6.164 1.412 -4.143
H -5.376 -0.157 -4.537
H -4.531 2.437 -5.750
H -5.445 1.140 -6.537
H -3.832 0.818 -6.070
H -5.251 1.938 -0.063
H -6.247 1.616 -1.513
H -5.036 2.866 -1.572
O -2.568 -0.032 1.557
S -3.791 -0.293 2.354
O -4.713 0.798 2.700
O -4.627 -1.442 1.491
C -5.776 -2.061 2.110
C -6.975 -1.824 1.196
C -3.428 -1.190 3.970
H -6.057 -1.408 2.937
H -5.622 -3.103 2.391
H -7.221 -2.674 0.561
H -6.830 -0.950 0.561
H -7.895 -1.653 1.756
H -3.108 -2.218 3.799
H -4.401 -1.290 4.451
H -2.761 -0.641 4.635
O -3.011 -3.842 1.257
S -2.611 -3.459 -0.115
O -1.861 -2.226 -0.354
O -1.809 -4.760 -0.883
C -2.037 -6.099 -0.422
C -2.400 -7.035 -1.515
C -4.161 -3.408 -1.112
H -2.829 -6.181 0.321
H -1.121 -6.454 0.050
H -1.654 -7.003 -2.309
H -3.359 -6.741 -1.940
H -2.455 -8.051 -1.123
H -4.880 -2.693 -0.712
H -4.694 -4.352 -0.998
H -3.999 -3.202 -2.170
O 2.349 3.681 2.366
S 2.158 3.830 0.937
O 1.375 2.809 0.291
O 1.436 5.270 0.643
C 1.658 6.309 1.569
C 1.212 7.505 0.697
C 3.800 4.093 0.014
H 2.717 6.377 1.819
H 1.098 6.060 2.470
H 0.127 7.463 0.597
H 1.702 7.622 -0.269
H 1.324 8.384 1.332
H 4.214 3.106 -0.192
H 4.394 4.770 0.628
H 3.595 4.613 -0.922
O 1.346 -1.969 -1.422
S 2.077 -3.189 -1.760
O 3.458 -3.157 -2.128
O 1.994 -4.300 -0.473
C 2.661 -5.506 -0.566
C 2.081 -6.573 0.454
C 1.039 -4.076 -3.070
H 3.714 -5.301 -0.377
H 2.640 -5.784 -1.620
H 2.469 -7.571 0.249
H 1.045 -6.752 0.164
H 2.145 -6.262 1.496
H 1.049 -3.266 -3.800
H 0.012 -4.232 -2.740
H 1.487 -4.988 -3.463
O 1.282 2.550 -4.455
S 0.516 3.143 -3.395
O 0.254 2.392 -2.163
O 1.226 4.564 -2.934
C 1.914 5.257 -3.928
C 2.731 6.368 -3.248
C -1.109 3.715 -4.075
H 1.152 5.660 -4.596
H 2.560 4.568 -4.473
H 2.309 7.367 -3.359
H 3.777 6.319 -3.548
H 2.864 6.118 -2.196
H -1.342 4.734 -3.767
H -1.815 2.984 -3.682
H -0.975 3.680 -5.157
O 0.104 1.665 2.620
S -0.362 1.942 3.991
O -1.813 2.056 4.235
O 0.200 0.766 5.067
C -0.278 0.735 6.387
C 0.887 0.361 7.313
C 0.478 3.415 4.649
H -1.126 0.050 6.404
H -0.718 1.689 6.679
H 0.693 0.561 8.367
H 1.848 0.787 7.025
H 0.939 -0.727 7.334
H 0.141 4.336 4.172
H 1.554 3.339 4.805
H 0.110 3.554 5.666
O 4.632 1.536 1.590
S 3.736 0.410 1.915
O 2.624 0.180 1.022
O 4.681 -0.978 2.006
C 4.033 -2.199 2.357
C 4.722 -3.475 1.683
C 3.158 0.469 3.667
H 2.978 -2.220 2.084
H 4.106 -2.227 3.445
H 4.372 -4.417 2.104
H 5.806 -3.523 1.786
H 4.587 -3.444 0.602
H 2.275 -0.162 3.769
H 2.905 1.513 3.854
H 4.002 0.273 4.327
O 2.765 0.938 -1.824
S 3.885 1.410 -2.590
O 3.954 2.849 -2.867
O 5.287 0.947 -1.885
C 5.552 -0.393 -1.513
C 6.942 -0.495 -0.810
C 3.987 0.496 -4.139
H 5.495 -0.999 -2.417
H 4.742 -0.756 -0.881
H 6.958 0.228 0.006
H 7.777 -0.365 -1.498
H 7.133 -1.452 -0.324
H 3.174 0.809 -4.795
H 4.074 -0.558 -3.874
H 4.970 0.762 -4.527
*
```

Here are the Löwdin charges for atoms 1 to 6, given in e:
1. Al 1.419
2. C -0.681
3. F 0.166
4. F 0.091
5. F 0.155
6. S 0.537

# 2
Entry from the Open Molecules 2025 dataset: a structure of composition C32H80F2K3NO20S2 in a non-equilibrium geometry (ωB97M-V/def2-TZVPD).

Calculated values
- Kohn-Sham gap (alpha / beta) (eV) = 7.2 / 1.9
- HOMO (alpha / beta) (eV) = -13.86 / -13.86
- E_LUMO (alpha / beta) (eV) = -6.63 / -11.91

ORCA input file:
```
! wB97M-V def2-TZVPD RIJCOSX def2/J DEFGRID3
* xyz 3 2
K -7.987 -12.099 8.812
K -4.008 -14.630 3.629
K -6.589 -13.659 1.200
N -6.015 -12.911 4.048
S -7.163 -13.657 5.140
O -7.790 -12.899 6.226
O -6.879 -15.034 5.342
F -8.311 -13.713 4.033
S -6.118 -11.476 4.491
O -5.786 -11.090 5.893
O -7.227 -10.868 3.809
F -4.792 -10.932 3.677
C -15.240 -8.105 4.267
O -14.261 -9.058 4.873
C -13.060 -8.476 5.517
C -12.083 -9.548 6.079
O -10.928 -8.804 6.222
C -9.972 -8.814 5.154
H -15.374 -8.232 3.193
H -15.116 -7.064 4.568
H -16.210 -8.299 4.723
H -13.228 -7.788 6.345
H -12.509 -7.984 4.716
H -12.139 -10.275 5.268
H -12.308 -9.896 7.087
H -9.256 -8.018 5.355
H -10.493 -8.802 4.196
H -9.418 -9.740 5.000
C -4.768 -17.825 4.328
O -3.548 -17.150 4.096
C -2.542 -18.048 3.532
C -1.231 -17.270 3.223
O -0.628 -16.670 4.348
C -0.372 -17.576 5.419
H -5.423 -17.110 4.825
H -4.560 -18.656 5.002
H -5.247 -18.142 3.402
H -2.825 -18.249 2.499
H -2.448 -18.955 4.128
H -1.295 -16.430 2.530
H -0.552 -18.079 2.954
H -1.246 -17.755 6.045
H 0.251 -17.022 6.122
H 0.095 -18.506 5.096
C -10.493 -11.972 3.322
O -11.242 -12.899 2.516
C -12.305 -13.531 3.187
C -13.419 -12.632 3.719
O -14.368 -13.393 4.465
C -15.644 -12.861 4.874
H -10.328 -12.335 4.336
H -11.114 -11.076 3.318
H -9.541 -11.679 2.878
H -11.961 -14.127 4.032
H -12.728 -14.209 2.445
H -14.017 -12.198 2.917
H -13.095 -11.826 4.378
H -15.637 -11.928 5.437
H -16.238 -13.559 5.464
H -16.125 -12.791 3.899
C -4.505 -12.443 10.314
O -5.281 -13.479 9.741
C -5.295 -14.663 10.522
C -6.245 -15.587 9.802
O -7.504 -14.926 9.499
C -8.266 -15.792 8.692
H -4.392 -11.576 9.663
H -3.548 -12.866 10.620
H -5.039 -12.100 11.200
H -5.770 -14.448 11.480
H -4.298 -15.078 10.667
H -6.566 -16.390 10.466
H -5.702 -15.947 8.929
H -9.323 -15.536 8.765
H -8.171 -16.861 8.880
H -8.012 -15.694 7.636
C -7.976 -8.229 2.248
O -8.751 -7.802 1.091
C -8.258 -6.680 0.356
C -9.257 -6.351 -0.776
O -8.742 -5.148 -1.440
C -9.561 -4.639 -2.525
H -8.346 -9.162 2.674
H -7.770 -7.460 2.992
H -6.990 -8.470 1.850
H -7.418 -7.168 -0.140
H -7.992 -5.924 1.095
H -10.195 -5.961 -0.380
H -9.382 -7.082 -1.575
H -9.420 -5.236 -3.426
H -9.243 -3.623 -2.760
H -10.620 -4.576 -2.272
C -10.339 -16.789 5.320
O -10.077 -17.413 4.126
C -8.941 -16.833 3.450
C -8.758 -17.332 2.022
O -8.201 -16.401 1.114
C -7.787 -16.984 -0.072
H -11.173 -17.363 5.722
H -10.445 -15.723 5.121
H -9.609 -16.916 6.120
H -7.974 -16.836 3.953
H -9.251 -15.813 3.225
H -9.740 -17.572 1.615
H -8.307 -18.322 2.093
H -7.039 -17.753 0.121
H -7.469 -16.159 -0.710
H -8.525 -17.431 -0.738
C -3.918 -15.078 7.186
O -3.625 -13.902 6.487
C -2.172 -13.942 6.197
C -1.732 -12.649 5.367
O -1.465 -13.046 4.010
C -1.509 -11.980 3.052
H -4.983 -15.236 7.022
H -3.732 -14.855 8.237
H -3.439 -15.940 6.721
H -2.019 -14.868 5.643
H -1.452 -14.002 7.014
H -0.809 -12.190 5.723
H -2.523 -11.937 5.601
H -2.514 -11.564 3.129
H -1.456 -12.373 2.036
H -0.877 -11.125 3.290
C -9.657 -13.706 -1.507
O -8.415 -12.991 -1.120
C -8.630 -11.598 -1.290
C -7.291 -10.860 -1.117
O -6.397 -11.113 0.071
C -5.290 -10.299 0.178
H -10.540 -13.174 -1.861
H -9.923 -14.401 -0.710
H -9.396 -14.400 -2.306
H -9.372 -11.295 -0.550
H -8.997 -11.465 -2.308
H -7.430 -9.782 -1.198
H -6.730 -11.132 -2.011
H -4.458 -10.590 -0.463
H -4.710 -10.368 1.099
H -5.615 -9.284 -0.054
*
```

Here are the Löwdin charges for atoms 1 to 6, given in e:
1. K 0.915
2. K 0.831
3. K 0.821
4. N -0.391
5. S 0.611
6. O -0.353

| no. | calculated total energy (eV) |
| --- | --- |
| 1 | -246155.2300 |
| 2 | -152966.3180 |